(1)
Below is a structure of composition C43H37AsFN4Pt, with properties calculated with ωB97M-V/def2-TZVPD.

Each line ends with the Mulliken charge.
Cartesian coordinates (Å):
Pt: 0.84 -2.02 -0.54  0.67
C: 3.12 -3.70 -2.21  -1.72
N: 2.68 -2.33 -2.20  -0.05
C: 3.55 -1.38 -1.52  -1.43
C: 3.60 -1.56 0.00  1.51
C: 4.80 -1.52 0.68  -0.73
C: 4.83 -1.66 2.06  -0.59
C: 3.63 -1.84 2.74  -0.88
C: 2.46 -1.88 2.01  -0.15
N: 2.44 -1.74 0.68  0.07
C: 1.87 -1.89 -3.33  -1.61
C: 0.42 -2.37 -3.34  1.53
C: -0.18 -2.72 -4.53  -0.92
C: -1.52 -3.08 -4.56  -0.64
C: -2.24 -3.09 -3.37  -0.88
C: -1.59 -2.74 -2.21  -0.19
N: -0.30 -2.39 -2.19  0.68
C: 2.25 -4.64 -1.38  1.03
C: 2.45 -6.01 -1.46  -0.96
C: 1.69 -6.85 -0.67  -0.36
C: 0.74 -6.31 0.18  -0.89
C: 0.58 -4.94 0.20  -0.24
N: 1.32 -4.12 -0.57  -0.05
H: 4.13 -3.77 -1.81  0.61
H: 3.17 -4.09 -3.23  0.59
H: 3.17 -0.37 -1.71  0.23
H: 4.58 -1.42 -1.89  0.47
H: 5.72 -1.40 0.12  0.53
H: 5.77 -1.64 2.59  0.48
H: 3.60 -1.97 3.81  0.50
H: 1.50 -2.03 2.49  0.45
H: 2.32 -2.20 -4.28  0.46
H: 1.84 -0.80 -3.33  0.27
H: 0.41 -2.71 -5.44  0.57
H: -1.99 -3.36 -5.49  0.48
H: -3.28 -3.37 -3.34  0.54
H: -2.10 -2.74 -1.25  0.45
H: 3.20 -6.40 -2.13  0.53
H: 1.84 -7.92 -0.72  0.46
H: 0.12 -6.93 0.81  0.46
H: -0.15 -4.46 0.83  0.46
C: 1.00 3.93 2.09  -0.61
C: -0.22 3.85 1.42  -1.19
C: -0.57 2.67 0.81  -0.31
C: 0.27 1.56 0.84  0.61
C: 1.48 1.64 1.50  0.04
C: 1.84 2.83 2.15  -0.83
As: -0.21 0.11 -0.35  1.26
C: -0.32 0.95 -2.08  0.55
C: 0.71 1.52 -2.82  -0.94
C: 0.42 2.05 -4.07  -0.62
C: -0.88 2.00 -4.56  -0.93
C: -1.91 1.46 -3.81  -0.51
C: -1.64 0.93 -2.55  -0.03
C: -2.63 0.36 -1.61  1.03
C: -3.99 0.21 -1.85  -0.79
C: -4.81 -0.36 -0.89  -0.82
C: -4.28 -0.78 0.33  -0.77
C: -2.93 -0.64 0.59  -0.80
C: -2.12 -0.06 -0.38  -0.03
H: 1.31 4.87 2.55  0.49
H: -0.87 4.72 1.34  0.52
H: -1.52 2.62 0.27  0.41
H: 2.16 0.80 1.52  0.18
H: 2.79 2.89 2.66  0.48
H: 1.71 1.58 -2.42  0.46
H: 1.20 2.50 -4.66  0.49
H: -1.10 2.42 -5.54  0.47
H: -2.92 1.46 -4.20  0.48
H: -4.42 0.53 -2.80  0.47
H: -5.86 -0.48 -1.09  0.47
H: -4.93 -1.23 1.07  0.47
H: -2.51 -0.98 1.53  0.53
F: -3.37 8.74 6.27  -0.21
C: -3.02 7.56 5.86  0.50
C: -1.65 7.26 5.82  -0.64
C: -1.28 6.02 5.39  -0.23
C: -2.28 5.05 5.02  1.18
C: -1.93 3.80 4.66  -0.98
C: -3.68 5.42 5.08  -0.36
C: -4.04 6.66 5.51  -0.62
H: -0.93 8.01 6.12  0.48
H: -0.24 5.74 5.35  0.39
H: -0.90 3.48 4.63  0.32
H: -2.69 3.06 4.41  0.31
H: -4.43 4.69 4.80  0.38
H: -5.08 6.98 5.58  0.47

Output
Spin multiplicity: 1
Relative energy (zero: lowest compared OMol25 entry of this formula, charge and spin) (kcal per mole): 20.56
E_tot (eV): -117932.5084
LUMO energy (eV): -9.26
Kohn-Sham gap (eV): 5.8
Charge: +3



(2)
Below is a structure of composition C53H66Br2Cl2N5O2RbS, with properties calculated with ωB97M-V/def2-TZVPD.

Each line ends with the Mulliken charge.
Cartesian coordinates (Å):
Rb: -0.13 0.23 -0.68  1.47
C: 0.07 1.95 6.24  -1.23
C: 0.25 2.89 5.05  -0.94
C: 0.79 2.20 3.83  0.65
C: 2.08 2.14 3.40  0.42
C: 3.29 2.77 4.01  -1.25
C: 4.04 1.83 4.95  -0.82
C: 2.07 1.25 2.23  0.13
N: 0.81 0.84 1.97  -0.11
C: 0.01 1.36 2.92  0.27
C: -1.35 1.08 3.08  -0.45
C: -2.11 0.12 2.39  -0.80
C: -3.53 -0.14 2.58  1.17
C: -4.41 0.52 3.59  -1.23
C: -4.23 -0.05 5.00  -1.07
C: -3.86 -1.12 1.69  0.10
C: -2.62 -1.45 0.98  0.56
C: -2.49 -2.47 0.03  -0.56
C: -1.33 -2.95 -0.59  0.45
N: -0.09 -2.45 -0.40  -0.65
C: 0.76 -3.22 -1.10  -0.10
C: 2.14 -3.01 -1.15  -0.37
C: 2.87 -2.00 -0.52  -0.31
N: 2.34 -0.96 0.15  -0.15
C: 3.36 -0.26 0.69  0.22
C: 3.23 0.80 1.59  -0.60
C: 4.64 -0.85 0.29  0.37
C: 4.34 -1.94 -0.46  0.52
C: 5.28 -2.92 -1.09  -0.89
C: 5.47 -2.71 -2.59  -1.11
C: 5.99 -0.38 0.72  -1.09
C: 6.39 -0.91 2.10  -1.06
C: 0.03 -4.28 -1.81  0.26
C: -1.28 -4.11 -1.49  0.38
C: -2.47 -4.84 -2.03  -1.07
C: -3.16 -4.07 -3.15  -1.08
C: 0.64 -5.33 -2.69  -1.07
C: 1.19 -6.51 -1.89  -1.20
N: -1.61 -0.67 1.42  -0.49
C: -5.18 -1.80 1.50  -1.14
C: -5.28 -3.13 2.25  -1.18
H: -0.36 2.47 7.10  0.41
H: 1.04 1.53 6.54  0.25
H: -0.58 1.12 5.97  0.18
H: 0.92 3.72 5.33  0.43
H: -0.72 3.36 4.81  0.06
H: 3.00 3.68 4.55  0.53
H: 3.97 3.10 3.22  0.37
H: 3.39 1.52 5.78  0.20
H: 4.93 2.31 5.38  0.37
H: 4.35 0.93 4.43  0.03
H: -1.87 1.62 3.87  0.20
H: -5.46 0.43 3.29  0.49
H: -4.20 1.60 3.62  0.14
H: -4.49 -1.11 5.02  0.24
H: -4.86 0.47 5.73  0.41
H: -3.19 0.04 5.32  0.14
H: -3.41 -2.99 -0.23  0.24
H: 2.72 -3.75 -1.70  0.21
H: 4.16 1.25 1.93  0.12
H: 4.92 -3.94 -0.91  0.34
H: 6.26 -2.85 -0.59  0.43
H: 4.52 -2.79 -3.12  0.16
H: 6.16 -3.44 -3.02  0.47
H: 5.86 -1.70 -2.79  0.24
H: 6.02 0.72 0.74  0.41
H: 6.75 -0.69 -0.01  0.50
H: 5.64 -0.62 2.85  0.14
H: 7.36 -0.54 2.42  0.37
H: 6.42 -2.00 2.09  0.30
H: -3.18 -5.03 -1.22  0.37
H: -2.16 -5.83 -2.39  0.48
H: -3.46 -3.08 -2.81  0.22
H: -4.04 -4.60 -3.52  0.37
H: -2.47 -3.92 -3.99  0.30
H: 1.44 -4.89 -3.28  0.34
H: -0.10 -5.69 -3.40  0.48
H: 1.94 -6.17 -1.17  0.26
H: 1.65 -7.26 -2.54  0.38
H: 0.39 -6.99 -1.32  0.32
H: -5.34 -1.98 0.43  0.38
H: -5.98 -1.13 1.82  0.52
H: -4.48 -3.80 1.95  0.25
H: -6.24 -3.62 2.07  0.39
H: -5.18 -2.97 3.33  0.23
C: 3.17 0.21 -3.26  0.10
C: 2.04 0.15 -4.24  0.79
C: 2.29 -0.11 -5.61  -1.12
C: 1.25 -0.22 -6.48  -1.06
C: -0.08 -0.07 -6.01  1.08
C: -1.23 -0.18 -6.83  -0.01
Br: -1.06 -0.53 -8.70  -0.34
C: -2.48 -0.04 -6.29  -0.53
C: -2.65 0.21 -4.94  0.16
Br: -4.42 0.37 -4.26  -0.26
C: -1.58 0.35 -4.01  0.02
O: -1.73 0.57 -2.79  0.13
C: -0.24 0.19 -4.63  -0.96
N: 0.82 0.31 -3.79  0.66
H: 4.11 0.45 -3.75  0.64
H: 3.28 -0.76 -2.76  -0.58
H: 2.97 0.93 -2.47  -0.54
H: 3.31 -0.23 -5.95  0.49
H: 1.42 -0.41 -7.53  0.30
H: -3.35 -0.13 -6.93  0.39
Cl: 1.82 2.68 -0.84  0.06
C: 1.64 3.29 -2.48  0.31
Cl: 3.17 3.97 -3.11  -0.26
H: 0.89 4.07 -2.48  0.36
H: 1.36 2.46 -3.12  -0.45
C: -0.12 5.31 2.40  -1.05
C: -1.62 5.19 2.15  0.12
C: -1.95 5.10 0.66  -1.25
S: -1.45 3.49 -0.01  1.08
O: -1.28 3.69 -1.48  -0.78
C: -3.04 2.60 0.22  0.77
C: -3.86 2.54 -1.06  0.36
C: -4.48 3.87 -1.47  -1.55
H: 0.09 5.40 3.46  0.29
H: 0.27 6.19 1.89  0.47
H: 0.41 4.44 2.03  0.03
H: -2.15 6.05 2.58  0.49
H: -2.02 4.30 2.67  -0.11
H: -1.36 5.82 0.09  0.53
H: -3.01 5.26 0.45  0.34
H: -3.57 3.09 1.04  0.60
H: -2.77 1.60 0.55  -1.53
H: -4.64 1.79 -0.90  0.71
H: -3.23 2.16 -1.86  -0.45
H: -5.10 4.29 -0.67  0.29
H: -5.12 3.74 -2.35  0.44
H: -3.71 4.59 -1.73  0.23

Output
Spin multiplicity: 1
Relative energy (zero: lowest compared OMol25 entry of this formula, charge and spin) (kcal per mole): 4.04
E_tot (eV): -244202.1173
LUMO energy (eV): 3.63
Kohn-Sham gap (eV): 4.9
Charge: -2



(3)
Below is an isolated molecule of CH3N5O2 in a non-equilibrium geometry, with properties calculated with ωB97M-V/def2-TZVPD.

Each line ends with the Mulliken charge.
Cartesian coordinates (Å):
C: -0.16 -0.81 0.00  0.96
H: 1.53 0.91 1.20  0.31
H: 0.35 2.30 0.51  0.26
H: -3.14 -0.44 -0.50  0.37
N: 0.48 1.19 0.69  -0.51
N: 0.12 0.41 -0.62  -0.09
N: 1.82 -1.00 -0.27  -0.07
N: 0.89 -1.52 0.37  -0.27
N: -1.36 -1.05 0.24  -0.41
O: 1.61 0.06 -1.03  -0.12
O: -2.14 -0.05 -0.59  -0.43

Output
Structure (SMILES): Nn1onn/c1=N/O
Spin multiplicity: 1
Relative energy (zero: lowest compared OMol25 entry of this formula, charge and spin) (kcal per mole): 110.88
E_tot (eV): -12622.2105
LUMO energy (eV): -0.40
Kohn-Sham gap (eV): 9.7
Charge: 0



(4)
Below is a cluster of 2 separate species, C4H10O in total in a non-equilibrium geometry, with properties calculated with ωB97M-V/def2-TZVPD.

Each line ends with the Mulliken charge.
Cartesian coordinates (Å):
O: -0.49 1.68 -1.09  -0.37
C: -1.22 2.55 -1.57  -0.11
H: -2.21 2.18 -2.04  0.19
H: -1.14 3.59 -1.39  0.27
C: 1.67 -1.22 0.20  -1.19
C: 0.56 -0.48 0.82  -0.04
C: -0.84 -1.03 0.62  -1.11
H: 2.15 -1.84 0.93  0.33
H: 2.49 -0.40 -0.04  0.24
H: 1.62 -1.71 -0.75  0.38
H: 0.44 0.59 0.85  0.29
H: 0.75 -0.43 1.97  0.23
H: -1.70 -0.69 1.29  0.30
H: -1.29 -0.66 -0.28  0.27
H: -0.78 -2.14 0.50  0.32

Output
Structure (SMILES): C=O.CCC
Spin multiplicity: 1
Relative energy (zero: lowest compared OMol25 entry of this formula, charge and spin) (kcal per mole): 56.52
E_tot (eV): -6355.3518
LUMO energy (eV): 0.45
Kohn-Sham gap (eV): 10.3
Charge: 0